Run one
Below is a molecular structure, C4H7FS, with properties calculated with ωB97M-V with the def2-TZVPD basis set.

Positions of all 13 atoms, in Å:
1 C 2.23463 0.80118 -0.21967
2 C 0.74080 0.62852 -0.04728
3 C -0.44955 1.14136 -0.68607
4 C -0.14106 -0.29205 -0.74313
5 H 2.26918 1.89937 0.20942
6 H 2.72856 0.56911 -1.07389
7 H 2.63817 0.38937 1.02094
8 H -1.34917 1.18451 0.10903
9 H -0.45470 1.98958 -1.45244
10 H 0.43663 -0.57383 -1.72525
11 H -1.52416 -2.38642 -1.65390
12 F 0.53916 0.51341 1.34692
13 S -1.49412 -1.33540 0.16380

Computed properties:
highest occupied orbital energy	-9.21	eV
HOMO-LUMO gap	0.286	Eh
M	106.16	g/mol

=====

Run two
Below is C4H7FS in the gas phase, with properties calculated with ωB97M-V with the def2-TZVPD basis set.

Positions of all 13 atoms, in Å:
1 C 0.17098 -1.23161 -0.50011
2 C -0.76734 -0.05824 -0.34246
3 C -0.12525 0.98275 0.49051
4 C 0.17638 2.20673 0.14898
5 H 0.81127 -3.03382 0.61772
6 H 1.01168 -0.92110 -1.15372
7 H -0.29818 -2.05199 -1.01259
8 H -1.13001 0.35990 -1.28632
9 H -1.55724 -0.49761 0.23466
10 H 0.02388 2.54842 -0.88953
11 H 0.63217 2.90808 0.85353
12 F 0.19041 0.55928 1.74214
13 S 0.86126 -1.77080 1.09720

Computed properties:
structure (SMILES)	C=C(F)CCS
highest occupied orbital energy	-8.97	eV
HOMO-LUMO gap	0.360	Eh
M	106.16	g/mol

=====

Run three
Below is C4H7FS in the gas phase, with properties calculated with ωB97M-V with the def2-TZVPD basis set.

Positions of all 13 atoms, in Å:
1 C -0.88088 -0.44586 0.26046
2 C 0.07512 -0.67269 -0.94614
3 C 0.96136 0.37220 -0.27399
4 C 0.29940 0.07137 1.07690
5 H -1.30594 1.77629 -0.40332
6 H -1.39966 -1.33763 0.62355
7 H -0.17413 -0.60721 -1.97388
8 H 0.62386 -1.65460 -0.79667
9 H 0.63327 1.37577 -0.58214
10 H 0.92987 -0.72076 1.48543
11 H 0.12645 0.81683 1.86981
12 F 2.27874 0.19884 -0.34461
13 S -2.16747 0.82745 0.00459

Computed properties:
structure (SMILES)	F[C@H]1C[C@H](S)C1
highest occupied orbital energy	-9.24	eV
HOMO-LUMO gap	0.373	Eh
M	106.16	g/mol

=====

Run four
Below is C4H7FS in the gas phase, with properties calculated with ωB97M-V with the def2-TZVPD basis set.

Positions of all 13 atoms, in Å:
1 C 1.16062 0.72804 -0.82197
2 C 0.83353 -0.40896 0.13546
3 C -0.63088 -0.79776 0.35782
4 C -1.61723 0.25642 0.61534
5 H 0.66043 1.64715 -0.49676
6 H 2.25255 0.83608 -0.87252
7 H 0.82411 0.43721 -1.81257
8 H 1.21708 -0.12614 1.12874
9 H -0.67150 -1.67650 1.00085
10 H -1.29673 1.29492 0.46198
11 H -2.31230 0.12480 1.43113
12 F 1.53874 -1.55521 -0.25403
13 S -1.95842 -0.76006 -0.87346

Computed properties:
structure (SMILES)	C[C@H](F)[C@H]1CS1
highest occupied orbital energy	-9.06	eV
HOMO-LUMO gap	0.366	Eh
M	106.16	g/mol

=====

Relative to the most stable one, in eV, the structures come out at run one 6.014; run two 0.538; run three 0.483; run four 0.000.

=====

Run one
Below is 2 unconnected molecules or ions with the total composition C6H16NO, with properties calculated with ωB97M-V with the def2-TZVPD basis set.

Positions of all 24 atoms, in Å:
1 C 0.47007 1.45929 0.95679
2 C 1.26939 0.30714 0.46354
3 C 0.49536 -0.96141 0.16518
4 C 0.25705 -1.23341 -1.11475
5 C -0.33393 -1.51319 1.18328
6 C 0.48567 -2.57011 1.87436
7 N -0.71391 1.61197 -0.03726
8 H 0.89775 2.50934 1.19726
9 H 0.08167 1.01951 1.86605
10 H 2.04156 0.02021 1.28936
11 H 1.90032 0.57416 -0.51492
12 H -0.04603 -2.18847 -1.42315
13 H 0.67243 -0.70987 -1.94885
14 H -0.72180 -0.78545 1.91228
15 H -1.24629 -1.88013 0.78447
16 H 0.48540 -2.50024 2.98834
17 H 0.15609 -3.66060 1.46247
18 H 1.61403 -2.32075 1.66158
19 H -1.23754 2.45559 -0.20432
20 H -1.40458 0.84145 0.09223
21 H -0.30404 1.40803 -1.04502
22 H -1.87536 1.38906 -3.27403
23 H -0.71205 2.47905 -3.36080
24 O -1.39573 2.14193 -2.79907

Computed properties:
highest occupied orbital energy	-13.24	eV
charge	+1
HOMO-LUMO gap	0.369	Eh
M	118.20	g/mol

=====

Run two
Below is 2 unconnected molecules or ions with the total composition C6H16NO, with properties calculated with ωB97M-V with the def2-TZVPD basis set.

Positions of all 24 atoms, in Å:
1 C 1.23636 -1.28483 1.71907
2 C 0.86855 -0.70761 0.33379
3 C 0.15920 0.63362 0.50860
4 C -1.32354 0.49611 0.75370
5 C -2.20650 0.26278 -0.20398
6 C -3.69777 0.12609 -0.00476
7 N 2.14108 -0.45107 -0.45548
8 H 2.24124 -1.10839 2.09385
9 H 0.50414 -0.87916 2.40120
10 H 0.94074 -2.32961 1.81017
11 H 0.38769 -1.53396 -0.17443
12 H 0.32530 1.27831 -0.34595
13 H 0.63592 1.08714 1.37825
14 H -1.66758 0.60960 1.77589
15 H -1.95182 -0.00849 -1.22614
16 H -4.14251 -0.34275 -0.85937
17 H -4.14740 1.12282 -0.00047
18 H -3.98971 -0.37672 0.89607
19 H 2.71056 0.23883 0.03829
20 H 1.93651 -0.07212 -1.40098
21 H 2.69645 -1.30523 -0.48705
22 H 2.28804 2.21346 -2.57946
23 H 2.12279 1.02458 -3.44355
24 O 1.93225 1.30659 -2.52725

Computed properties:
highest occupied orbital energy	-12.59	eV
charge	+1
HOMO-LUMO gap	0.347	Eh
M	118.20	g/mol

=====

Run three
Below is 2 unconnected molecules or ions with the total composition C6H16NO, with properties calculated with ωB97M-V with the def2-TZVPD basis set.

Positions of all 24 atoms, in Å:
1 C 0.33892 1.84210 0.46817
2 C -2.72728 0.25379 -0.47846
3 C 2.02979 -0.69740 -1.21505
4 C 1.74954 -0.49031 1.13141
5 C 0.09281 0.60753 -0.30517
6 C -1.68376 -0.24223 0.52944
7 N 0.93519 -0.58645 -0.14948
8 O -1.44970 -1.61352 0.30647
9 H 0.29374 1.54233 1.52390
10 H -0.46084 2.64583 0.35308
11 H 1.32459 2.27956 0.16015
12 H -2.57134 -0.26306 -1.51398
13 H -3.70835 -0.06598 -0.06418
14 H -2.63143 1.35878 -0.45851
15 H 1.65819 -0.26395 -2.05892
16 H 3.02970 -0.16939 -0.94836
17 H 2.39061 -1.70438 -1.39111
18 H 1.03350 -0.84597 1.96377
19 H 2.54810 -1.23038 1.15734
20 H 2.05781 0.44430 1.29558
21 H -0.45831 0.58335 -1.28460
22 H -1.81903 -0.01830 1.52593
23 H 0.14692 -1.34938 -0.27376
24 H -2.11934 -2.01688 -0.27367

Computed properties:
highest occupied orbital energy	-13.02	eV
charge	+1
HOMO-LUMO gap	0.381	Eh
M	118.20	g/mol

=====

Relative to the most stable one, in eV, the structures come out at run one 1.705; run two 0.000; run three 2.833.

=====

Run one
Below is a molecular structure, C2H7BrSi, with properties calculated with ωB97M-V with the def2-TZVPD basis set.

Positions of all 11 atoms, in Å:
1 C 0.50337 1.21722 -0.82929
2 C -0.61532 -0.27151 -0.38760
3 Si 0.17613 -1.11453 1.13258
4 Br -2.28886 0.51458 0.19820
5 H -0.07457 1.69879 -1.57243
6 H 0.68014 1.81455 0.07615
7 H 1.47361 0.79617 -1.27006
8 H -0.77423 -0.77770 -1.35277
9 H 1.37946 -0.36322 1.22149
10 H -0.72722 -1.08786 2.30021
11 H 0.26750 -2.42649 0.48352

Computed properties:
highest occupied orbital energy	-9.36	eV
HOMO-LUMO gap	0.379	Eh
M	139.07	g/mol

=====

Run two
Below is C2H7BrSi in the gas phase, with properties calculated with ωB97M-V with the def2-TZVPD basis set.

Positions of all 11 atoms, in Å:
1 C -0.12582 -1.65291 0.76133
2 C -0.28210 1.66620 0.11381
3 Si -0.66148 -0.17818 -0.33533
4 Br -3.03381 0.03049 -0.13147
5 H -0.26565 -1.47991 1.83920
6 H -0.84442 -2.41760 0.43346
7 H 0.87252 -1.95158 0.89525
8 H -0.90204 2.52064 -0.29677
9 H -0.25333 1.73158 1.19735
10 H 0.70827 1.72080 -0.11289
11 H -0.09639 -0.46631 -1.62562

Computed properties:
structure (SMILES)	C[SiH](C)Br
highest occupied orbital energy	-9.99	eV
HOMO-LUMO gap	0.397	Eh
M	139.07	g/mol

=====

Relative to the most stable one, in eV, the structures come out at run one 2.771; run two 0.000.